(a)
ORCA calculation (ωB97M-V with the def2-TZVPD basis set) on 6 unconnected molecules or ions with the total composition C12H36O6.

Structure (XYZ):
```
54
Properties=species:S:1:pos:R:3:nbo_charge:R:1
C 0.77 3.06 2.92 -0.64
C 0.29 2.22 4.08 -0.06
O 1.16 2.27 5.20 -0.72
H 0.27 2.82 1.98 0.21
H 1.83 2.87 2.74 0.22
H 0.64 4.12 3.13 0.20
H 0.20 1.17 3.80 0.17
H -0.73 2.54 4.37 0.15
H 1.38 3.19 5.38 0.46
C 4.16 0.06 0.59 -0.63
C 3.24 1.10 1.22 -0.06
O 2.57 1.87 0.24 -0.75
H 4.87 0.53 -0.09 0.21
H 3.60 -0.70 0.04 0.19
H 4.74 -0.46 1.37 0.20
H 3.84 1.78 1.82 0.17
H 2.52 0.60 1.88 0.15
H 1.71 1.45 0.08 0.50
C -1.75 -0.91 -6.00 -0.63
C -2.68 -0.49 -4.89 -0.06
O -4.04 -0.51 -5.33 -0.73
H -1.96 -1.94 -6.31 0.21
H -0.72 -0.87 -5.64 0.21
H -1.88 -0.26 -6.86 0.21
H -2.39 0.50 -4.53 0.16
H -2.58 -1.16 -4.02 0.16
H -4.48 0.30 -5.07 0.47
C -2.97 3.64 1.66 -0.64
C -2.42 2.50 0.85 -0.07
O -2.05 1.38 1.66 -0.75
H -3.22 4.48 1.00 0.22
H -2.22 3.99 2.37 0.22
H -3.87 3.36 2.20 0.20
H -1.51 2.82 0.35 0.19
H -3.12 2.20 0.06 0.17
H -2.84 1.01 2.07 0.48
C -0.64 -1.14 -1.48 -0.64
C 0.11 -0.82 -0.21 -0.07
O 0.09 0.57 0.05 -0.77
H -0.30 -0.49 -2.28 0.22
H -1.72 -1.00 -1.36 0.20
H -0.47 -2.17 -1.82 0.21
H 1.16 -1.12 -0.31 0.17
H -0.29 -1.38 0.64 0.17
H -0.55 0.76 0.76 0.51
C 2.34 -5.15 0.16 -0.63
C 1.01 -4.47 0.28 -0.06
O -0.01 -5.45 -0.01 -0.73
H 2.44 -5.63 -0.81 0.22
H 2.46 -5.88 0.96 0.21
H 3.16 -4.44 0.23 0.21
H 0.90 -3.63 -0.41 0.15
H 0.84 -4.08 1.29 0.16
H -0.87 -5.01 0.02 0.46
```

LUMO: 0.0084 hartree
frontier orbital gap: 9.931 eV
charge: 0
SMILES string: CCO.CCO.CCO.CCO.CCO.CCO

=====

(b)
ORCA calculation (ωB97M-V with the def2-TZVPD basis set) on a molecular structure, C12H36O6.

Structure (XYZ):
```
54
Properties=species:S:1:pos:R:3:nbo_charge:R:1
C -0.18 -2.82 0.70 -0.63
C 0.04 -3.63 -0.53 -0.12
O -1.24 -4.11 -1.08 -0.76
H -0.86 -1.98 0.54 0.22
H 0.68 -2.27 1.08 0.20
H -0.43 -3.42 1.57 0.22
H 0.65 -4.51 -0.31 0.17
H 0.54 -2.95 -1.21 0.21
H -1.14 -4.84 -1.69 0.48
C 1.48 3.36 1.08 -0.63
C 1.85 3.81 -0.31 -0.06
O 3.04 4.61 -0.25 -0.74
H 1.19 4.23 1.66 0.21
H 2.30 2.78 1.50 0.21
H 0.65 2.65 1.09 0.22
H 1.07 4.42 -0.78 0.16
H 1.86 2.96 -1.00 0.15
H 3.10 5.24 -0.97 0.47
C -2.07 2.41 -1.85 -0.65
C -2.93 1.46 -0.95 -0.05
O -4.30 1.54 -1.27 -0.74
H -2.31 3.42 -1.53 0.21
H -2.31 2.37 -2.92 0.21
H -0.99 2.29 -1.78 0.22
H -2.82 1.75 0.10 0.15
H -2.58 0.43 -0.94 0.18
H -4.87 0.90 -0.84 0.48
C -1.21 -0.56 -3.03 -0.64
C -0.50 -1.77 -2.39 -0.13
O 0.57 -1.39 -1.57 -0.67
H -1.78 0.06 -2.34 0.24
H -1.87 -0.82 -3.85 0.22
H -0.47 0.11 -3.47 0.19
H 0.05 -2.26 -3.19 0.18
H -1.17 -2.39 -1.78 0.26
H 1.18 -0.80 -2.02 0.51
C 2.32 -1.29 1.93 -0.59
C 2.64 -1.62 3.37 -0.07
O 1.44 -1.95 4.01 -0.72
H 3.13 -1.69 1.31 0.21
H 2.02 -0.27 1.71 0.21
H 1.41 -1.85 1.72 0.19
H 3.19 -0.85 3.91 0.16
H 3.29 -2.50 3.35 0.15
H 1.52 -1.50 4.85 0.47
C -0.88 1.17 1.43 -0.60
C -0.48 -0.14 0.99 -0.09
O -0.37 -0.10 -0.40 -0.81
H -1.91 1.46 1.23 0.20
H -0.25 1.80 0.79 0.20
H -0.50 1.32 2.44 0.20
H -1.24 -0.88 1.25 0.14
H 0.47 -0.51 1.39 0.17
H -0.01 -0.91 -0.77 0.44
```

LUMO: 0.0151 hartree
frontier orbital gap: 9.349 eV
charge: 0

=====

What should be chosen as the least stable of them? Choose (b).

=====

(a)
ORCA calculation (ωB97M-V with the def2-TZVPD basis set) on a gas-phase ion, C3H12N2 (charge +1).

Structure (XYZ):
```
17
Properties=species:S:1:pos:R:3:nbo_charge:R:1
C 0.68 0.58 -0.98 -0.22
C 0.26 -0.20 0.26 -0.55
C -1.08 0.37 0.79 -0.32
N -1.94 -0.71 1.38 -0.94
N 2.06 0.15 -1.41 -0.67
H 0.78 1.62 -0.76 0.22
H 0.03 0.46 -1.80 0.23
H 1.02 -0.12 1.03 0.22
H 0.13 -1.25 -0.03 0.23
H -0.84 1.12 1.52 0.23
H -1.66 0.79 -0.03 0.22
H -2.54 -0.31 2.12 0.40
H -2.43 -1.23 0.59 0.26
H -1.34 -1.38 1.89 0.37
H 2.51 0.83 -2.03 0.45
H 2.18 -0.77 -1.83 0.45
H 2.67 0.14 -0.59 0.44
```

LUMO (spin up / spin down): -0.1422 / -0.1448 hartree
frontier orbital gap (spin up / spin down): 2.859 / 13.147 eV
2S+1: 2
charge: +1

=====

(b)
ORCA calculation (ωB97M-V with the def2-TZVPD basis set) on 2 unconnected molecules or ions with the total composition C3H12N2.

Structure (XYZ):
```
17
Properties=species:S:1:pos:R:3:nbo_charge:R:1
C -3.26 0.92 1.15 -0.50
N -2.21 0.95 0.23 -0.28
H -3.06 0.31 2.06 0.31
H -4.22 0.73 0.70 0.26
H -3.31 1.91 1.72 0.33
H -2.61 1.25 -0.67 0.42
H -1.46 1.61 0.47 0.43
C 2.16 -0.79 -1.78 -0.64
C 1.56 -1.06 -0.40 -0.21
N 1.96 -0.12 0.70 -0.83
H 2.69 0.15 -1.85 0.22
H 2.84 -1.52 -2.22 0.23
H 1.27 -0.80 -2.41 0.21
H 0.47 -1.00 -0.45 0.15
H 1.70 -2.10 -0.10 0.18
H 1.35 -0.53 1.40 0.34
H 2.93 -0.23 0.99 0.37
```

LUMO (spin up / spin down): -0.1440 / -0.3470 hartree
frontier orbital gap (spin up / spin down): 8.522 / 2.908 eV
2S+1: 2
charge: +1

=====

What should be chosen as the least stable of them? Choose (b).

=====

(a)
ORCA calculation (ωB97M-V with the def2-TZVPD basis set) on 2 unconnected molecules or ions with the total composition C2H5N5.

Structure (XYZ):
```
12
Properties=species:S:1:pos:R:3:nbo_charge:R:1
N 0.69 1.30 0.33 -0.76
C -0.48 1.63 0.23 0.61
N -1.61 1.70 -0.18 -0.32
N -2.86 1.78 0.37 -0.62
H 1.43 1.95 0.55 0.40
H -3.00 1.12 1.13 0.36
H -3.53 1.62 -0.38 0.37
N 1.27 -1.56 0.41 -0.74
C 1.90 -2.24 -0.36 0.65
N 2.66 -3.03 -0.86 -0.76
H 1.07 -0.57 0.37 0.42
H 2.47 -3.68 -1.59 0.40
```

LUMO: 0.0193 hartree
frontier orbital gap: 9.734 eV
charge: 0
SMILES string: N=C=NN.N=C=N

=====

(b)
ORCA calculation (ωB97M-V with the def2-TZVPD basis set) on a single C2H5N5 molecule.

Structure (XYZ):
```
12
Properties=species:S:1:pos:R:3:nbo_charge:R:1
N 1.16 1.51 0.19 -0.79
C -0.09 0.80 0.00 0.49
N -1.43 1.18 0.07 -0.52
C -2.07 -0.08 -0.05 0.13
N -1.32 -1.15 0.09 -0.31
N -0.04 -0.56 -0.14 -0.11
N 1.22 -1.15 0.02 -0.66
H 1.72 0.63 -0.36 0.40
H 1.15 2.21 -0.64 0.38
H -3.11 0.31 0.22 0.24
H 1.53 -1.55 0.98 0.37
H 1.28 -2.14 -0.41 0.38
```

LUMO: 0.0214 hartree
frontier orbital gap: 10.088 eV
charge: 0
SMILES string: Nc1ncnn1N

=====

What should be chosen as the least stable of them? Choose (b).

=====

(a)
ORCA calculation (ωB97M-V with the def2-TZVPD basis set) on 2 unconnected molecules or ions with the total composition H4N2O2P.

Structure (XYZ):
```
9
Properties=species:S:1:pos:R:3:nbo_charge:R:1
N 2.50 0.35 -0.22 -0.77
N 1.36 1.06 -0.02 -0.68
O -0.97 1.96 0.35 -1.17
O -2.62 -0.56 -0.49 -0.95
P -0.20 0.79 -0.32 1.00
H 2.17 -0.55 -0.62 0.27
H -2.47 0.33 -0.54 0.47
H 1.43 1.96 0.30 0.37
H -1.78 -0.87 -0.70 0.46
```

LUMO (spin up / spin down): 0.1652 / 0.1652 hartree
frontier orbital gap (spin up / spin down): 6.434 / 6.520 eV
charge: -1

=====

(b)
ORCA calculation (ωB97M-V with the def2-TZVPD basis set) on a gas-phase ion, H4N2O2P (charge -1).

Structure (XYZ):
```
9
Properties=species:S:1:pos:R:3:nbo_charge:R:1
N -1.54 -0.04 0.33 -0.68
N -0.24 0.51 0.71 -0.80
P 0.95 -0.18 -0.35 1.86
O 1.01 -1.64 -0.02 -1.14
O 2.61 1.03 -0.13 -1.09
H -1.25 -0.47 -0.59 0.33
H -1.66 -0.80 1.12 0.35
H -0.14 1.55 0.46 0.36
H 0.27 0.04 -1.53 -0.19
```

LUMO: 0.1660 hartree
frontier orbital gap: 8.508 eV
charge: -1
SMILES string: NN[P@H](=O)[O-]

=====

What should be chosen as the least stable of them? Choose (b).

=====

(a)
ORCA calculation (ωB97M-V with the def2-TZVPD basis set) on a single C4H9NO2 molecule.

Structure (XYZ):
```
16
Properties=species:S:1:pos:R:3:nbo_charge:R:1
C 0.13 -1.54 1.31 -0.62
C 0.59 -0.50 0.28 -0.05
N 1.21 0.63 0.96 -0.82
C -0.63 -0.12 -0.55 -0.52
C -0.28 0.97 -1.58 0.79
O 0.76 1.03 -2.16 -0.58
O -1.33 1.79 -1.81 -0.70
H -0.95 -1.48 1.47 0.20
H 0.47 -1.40 2.34 0.22
H 0.34 -2.54 0.97 0.22
H 1.28 -1.07 -0.35 0.20
H 0.71 0.73 1.84 0.35
H 1.13 1.51 0.46 0.36
H -1.02 -0.95 -1.13 0.24
H -1.40 0.32 0.10 0.22
H -1.00 2.63 -2.16 0.49
```

LUMO: 0.0254 hartree
frontier orbital gap: 10.226 eV
charge: 0
SMILES string: C[C@H](N)CC(=O)O

=====

(b)
ORCA calculation (ωB97M-V with the def2-TZVPD basis set) on a single C4H9NO2 molecule.

Structure (XYZ):
```
16
Properties=species:S:1:pos:R:3:nbo_charge:R:1
C 1.78 0.30 -0.44 -0.26
O 1.44 -0.25 0.82 -0.53
C 0.12 0.03 1.26 -0.13
C -0.86 -0.13 0.12 0.20
C -1.16 -1.52 -0.33 -0.65
N -1.29 0.84 -0.59 -0.13
O -0.84 2.08 -0.13 -0.58
H 2.87 0.23 -0.52 0.19
H 1.33 -0.27 -1.27 0.16
H 1.47 1.35 -0.54 0.18
H 0.05 1.03 1.71 0.20
H -0.10 -0.71 2.04 0.20
H -1.78 -2.06 0.40 0.22
H -0.21 -2.07 -0.42 0.23
H -1.67 -1.51 -1.30 0.23
H -1.17 2.69 -0.80 0.48
```

LUMO: 0.0346 hartree
frontier orbital gap: 10.643 eV
charge: 0
SMILES string: COC/C(C)=N\O

=====

What should be chosen as the least stable of them? Choose (b).

=====

(a)
ORCA calculation (ωB97M-V with the def2-TZVPD basis set) on 3 unconnected molecules or ions with the total composition C4H9NO2.

Structure (XYZ):
```
16
Properties=species:S:1:pos:R:3:nbo_charge:R:1
C 0.24 1.44 -0.76 -0.39
C -0.13 0.32 -1.37 -0.26
C -1.43 -0.38 -1.09 0.63
N -1.83 -0.40 0.22 -0.83
O -2.09 -0.84 -2.00 -0.59
H 1.15 1.97 -1.04 0.21
H -0.38 1.89 0.02 0.21
H 0.45 -0.11 -2.18 0.23
H -2.66 -0.95 0.41 0.40
H -1.14 -0.37 0.96 0.41
H 0.47 -2.33 -0.14 -0.02
H 0.74 -2.05 0.50 0.01
C 1.62 0.48 1.61 0.29
O 0.93 -0.42 2.04 -0.53
H 2.47 0.29 0.94 0.12
H 1.42 1.54 1.85 0.12
```

LUMO: 0.0073 hartree
frontier orbital gap: 10.043 eV
charge: 0
SMILES string: C=CC(N)=O.[H][H].C=O

=====

(b)
ORCA calculation (ωB97M-V with the def2-TZVPD basis set) on a molecular structure, C4H9NO2.

Structure (XYZ):
```
16
Properties=species:S:1:pos:R:3:nbo_charge:R:1
C 1.50 -0.19 1.08 -0.43
C 0.52 -1.08 -1.24 -0.36
N 0.33 -0.61 0.31 -0.19
C -1.10 0.54 0.20 0.60
C -1.16 1.85 0.40 -0.66
O -0.90 -0.48 1.10 -0.34
O -1.87 -0.07 -1.20 -0.79
H -2.24 -0.90 -0.87 0.46
H 1.62 -0.86 1.94 0.20
H 1.39 0.84 1.44 0.21
H 2.43 -0.24 0.50 0.22
H 1.46 -1.63 -1.13 0.20
H 0.66 -0.22 -1.90 0.21
H -0.26 -1.75 -1.59 0.23
H -1.18 2.28 1.39 0.23
H -1.21 2.54 -0.43 0.23
```

LUMO: 0.0256 hartree
frontier orbital gap: 8.608 eV
charge: 0

=====

(c)
ORCA calculation (ωB97M-V with the def2-TZVPD basis set) on 2 unconnected molecules or ions with the total composition C4H9NO2.

Structure (XYZ):
```
16
Properties=species:S:1:pos:R:3:nbo_charge:R:1
C -1.00 1.61 -1.19 -0.26
O -0.96 0.48 -0.34 -0.61
C 0.31 0.38 0.68 0.82
C -0.22 -0.43 1.82 -0.72
O 1.10 1.28 0.68 -0.54
H -2.02 2.00 -1.22 0.18
H -0.63 1.33 -2.18 0.17
H -0.37 2.45 -0.86 0.18
H -0.51 -1.42 1.46 0.23
H 0.52 -0.50 2.61 0.23
H -1.12 0.06 2.19 0.26
C 1.29 -1.19 -0.56 -0.17
N 0.15 -1.38 -1.20 -0.49
H 1.82 -2.02 -0.09 0.17
H 1.99 -0.43 -0.89 0.20
H -0.35 -2.21 -0.91 0.33
```

LUMO: -0.0031 hartree
frontier orbital gap: 8.986 eV
charge: 0
SMILES string: COC(C)=O.C=N

=====

(d)
ORCA calculation (ωB97M-V with the def2-TZVPD basis set) on a single C4H9NO2 molecule.

Structure (XYZ):
```
16
Properties=species:S:1:pos:R:3:nbo_charge:R:1
C -2.23 -0.69 -0.05 -0.62
C -0.85 -0.28 -0.52 0.09
O -0.89 1.11 -0.77 -0.72
C 0.22 -0.61 0.52 -0.26
N 1.52 -0.21 0.02 -0.52
C 2.05 0.86 0.46 0.41
O 3.23 1.31 0.00 -0.67
H -2.27 -1.77 0.15 0.21
H -2.99 -0.46 -0.81 0.22
H -2.49 -0.15 0.87 0.21
H -0.59 -0.83 -1.44 0.16
H -0.04 1.35 -1.16 0.47
H -0.06 -0.12 1.47 0.18
H 0.23 -1.69 0.69 0.20
H 1.65 1.52 1.23 0.15
H 3.52 0.67 -0.67 0.49
```

LUMO: 0.0342 hartree
frontier orbital gap: 10.873 eV
charge: 0
SMILES string: C[C@@H](O)C/N=C/O

=====

What should be chosen as the least stable of them? Choose (b).

=====

(a)
ORCA calculation (ωB97M-V with the def2-TZVPD basis set) on a single C4H9NO2 molecule.

Structure (XYZ):
```
16
Properties=species:S:1:pos:R:3:nbo_charge:R:1
C -1.82 -0.58 0.33 -0.64
C -0.95 0.67 0.02 0.13
O -0.61 1.38 1.22 -0.73
C 0.38 0.28 -0.72 -0.54
C 1.22 -0.87 -0.21 0.69
N 2.61 -0.59 -0.28 -0.85
O 0.81 -1.94 0.15 -0.58
H -2.62 -0.09 0.91 0.20
H -2.16 -1.04 -0.59 0.21
H -1.30 -1.27 0.97 0.24
H -1.55 1.39 -0.57 0.16
H -1.14 2.19 1.17 0.47
H 0.03 0.03 -1.72 0.24
H 0.90 1.25 -0.69 0.22
H 2.85 0.35 -0.01 0.38
H 3.37 -1.16 0.04 0.39
```

LUMO: 0.0266 hartree
frontier orbital gap: 10.551 eV
charge: 0
SMILES string: C[C@@H](O)CC(N)=O

=====

(b)
ORCA calculation (ωB97M-V with the def2-TZVPD basis set) on a single C4H9NO2 molecule.

Structure (XYZ):
```
16
Properties=species:S:1:pos:R:3:nbo_charge:R:1
C 2.07 0.43 -0.54 -0.63
C 0.71 -0.17 -0.20 0.10
O 0.75 -0.90 1.02 -0.74
C -0.44 0.82 -0.02 -0.51
C -1.67 -0.04 -0.27 0.68
N -2.43 -0.36 0.81 -0.81
O -1.89 -0.49 -1.38 -0.63
H 2.42 1.09 0.26 0.21
H 2.01 0.99 -1.48 0.22
H 2.80 -0.37 -0.68 0.21
H 0.38 -0.81 -1.05 0.19
H 1.21 -1.73 0.89 0.47
H -0.40 1.27 0.98 0.21
H -0.39 1.61 -0.77 0.24
H -3.04 -1.16 0.69 0.40
H -2.10 -0.17 1.74 0.40
```

LUMO: 0.0298 hartree
frontier orbital gap: 10.556 eV
charge: 0
SMILES string: C[C@@H](O)CC(N)=O

=====

What should be chosen as the least stable of them? Choose (a).